Entry 1:
This record from the Open Molecules 2025 dataset describes C4H5F2N as an isolated structure. The level of theory is ωB97M-V/def2-TZVPD.

```
12
Properties=species:S:1:pos:R:3:mulliken_charge:R:1
F -2.6900 0.3399 -0.8888 -0.299
C -1.7033 0.1695 0.0494 1.314
N -0.8033 -1.7797 -0.0687 -0.466
H -2.4433 -1.6600 1.1328 0.462
C -1.7114 -1.1943 0.5612 -0.611
F -1.8077 1.2396 0.9062 -0.313
H 1.5836 -0.0429 -0.4230 0.340
C 0.8644 0.3459 0.2306 -1.134
H 0.9988 -0.0652 1.2636 0.303
H 1.1761 1.3554 0.2534 0.363
H -0.2534 0.0191 -1.6496 0.491
C -0.3349 -0.0062 -0.5911 -0.449
```

Computed properties:
Energy above the lowest of the compared OMol25 structures with the same formula, charge and spin = 210.19 kJ/mol
E = -409.80284 Eh
Orbital gap = 10.8 eV

Entry 2:
This record from the Open Molecules 2025 dataset describes C31H39CoN3OP2Se2 as an isolated structure. The level of theory is ωB97M-V/def2-TZVPD.

```
79
Properties=species:S:1:pos:R:3:mulliken_charge:R:1
H -1.3059 -0.0192 2.8128 0.332
C 2.8130 -0.4084 -1.1500 -0.095
C 3.7737 -0.9311 -3.7445 -1.001
H -1.0685 1.0288 -2.4199 0.418
H 1.8446 -5.4612 -1.3390 0.455
H -0.1931 -1.3578 -3.6822 0.580
H -4.4006 3.8815 -4.4807 0.408
H 0.1695 -4.4860 2.1684 0.374
H 4.7097 1.0280 0.5057 0.678
H -1.0207 -5.5226 -0.6689 0.471
C -4.7536 2.4208 3.0039 -0.707
C 0.9153 -4.7207 1.4106 -1.262
C 4.1020 0.8382 1.3756 -1.155
H -2.9956 5.3092 3.2102 0.429
C 4.6313 -0.9466 -2.6531 -0.916
C 4.5673 1.2017 2.6264 -0.772
H -3.9803 0.6055 -1.7610 0.381
C -4.3917 3.6914 3.4260 -0.481
C -0.2299 -1.4496 -2.5972 -0.840
H 1.4696 -2.3323 2.3090 0.259
H 4.1462 -1.1105 -4.7429 0.438
H -0.0890 0.2156 4.0667 0.650
P -1.9895 1.6388 0.1185 0.313
Se 0.1558 2.0394 0.2278 -0.160
C 2.0325 0.1560 2.3829 0.660
C 2.4233 -0.7004 -3.5324 -0.593
C -3.2841 4.3224 2.8746 -0.724
H 0.2438 -2.3781 -2.3219 -0.201
C -2.3579 3.5872 -1.8035 -0.090
C -4.0122 1.7762 2.0249 -0.357
H -4.9694 4.1910 4.1923 0.405
H 0.5491 1.7733 -2.4194 0.331
Se -2.0563 -0.5285 0.1785 -0.378
C -4.3030 2.1718 -3.1932 -0.722
H 1.9055 -4.4744 1.7925 0.397
H -1.2206 -4.0796 -1.6779 0.325
H 5.5488 1.6501 2.7090 0.431
C -1.0076 -4.4324 -0.6712 -1.098
C 2.8273 0.2699 1.2340 0.055
H -4.2885 0.7791 1.7020 0.392
H -1.2682 -1.4240 -2.2732 0.237
H 0.0491 0.7269 -3.7608 0.589
H 0.8786 -5.7905 1.2015 0.482
C 3.7939 1.0201 3.7641 -1.036
H -1.5868 4.1374 -1.2764 0.368
H 1.6631 -3.9507 -2.2555 0.341
H 4.1716 1.2969 4.7380 0.422
C -2.5411 3.6832 1.8959 -0.321
H 4.8550 -0.7391 -0.5428 0.673
H 0.7454 -1.7304 3.8083 0.486
C -3.7016 1.6027 -2.0798 -0.097
H -1.6664 4.1725 1.4824 0.347
H -0.3109 -2.2315 2.4675 0.286
C -0.3110 0.3693 3.0122 -1.480
C -2.9079 2.4097 1.4676 0.952
H -0.2620 1.4285 2.7886 0.366
C -0.0207 0.8907 -2.6849 -1.571
H -2.6640 5.1359 -3.2474 0.430
H -5.6137 1.9284 3.4372 0.431
H -1.7876 -4.0675 -0.0009 0.302
N 0.6725 -0.3877 2.1808 1.473
Co 0.3976 -0.3330 0.1241 -1.226
N 0.5053 -0.3125 -1.9747 1.391
P 0.5854 -3.8208 -0.1079 1.028
H 2.8132 -4.0273 -0.9198 0.291
N 2.2258 -0.1260 0.0585 1.066
C 4.1697 -0.6951 -1.3736 -0.853
C -2.9589 4.1493 -2.9170 -0.759
H 1.8990 0.3771 4.5130 0.383
H 1.7436 -0.7091 -4.3743 0.328
C 1.8386 -4.3730 -1.2669 -1.129
C 0.6412 -1.7698 2.7226 -1.257
H -5.0585 1.6200 -3.7359 0.428
O 0.6216 -2.3243 0.0440 -0.488
C -3.9335 3.4415 -3.6096 -0.439
C 2.5145 0.5015 3.6331 -0.489
C 1.9478 -0.4709 -2.2526 0.581
H 5.6829 -1.1583 -2.7976 0.437
C -2.7326 2.3132 -1.3816 0.397
```

Computed properties:
Net charge = +1
E = -8312.45592 Eh
Orbital gap (alpha / beta) = 6.5 / 6.5 eV

Entry 3:
This record from the Open Molecules 2025 dataset describes one molecule with the formula C3H6N2OS2. The level of theory is ωB97M-V/def2-TZVPD.

```
14
Properties=species:S:1:pos:R:3:mulliken_charge:R:1
N -1.3843 0.4449 -0.3674 -0.466
H 1.7403 -0.3947 2.4817 0.271
H 2.5449 0.0966 -0.3931 0.389
S -2.2296 -0.4859 -1.4860 -0.122
H -3.2883 0.2948 -1.6006 0.134
C 1.9050 0.3480 1.6940 -0.456
O 0.6731 -1.1740 -1.3888 -0.425
N 0.6941 -0.8130 -0.0161 -0.080
S 0.3708 1.3377 1.4161 -0.166
H 0.6987 -2.1429 -1.4049 0.345
C -0.2548 0.2589 0.1558 0.531
H 2.5766 -1.4123 0.5739 0.294
H 2.7731 0.9494 1.9487 0.373
C 2.0401 -0.4488 0.3681 -0.622
```

Computed properties:
Energy above the lowest of the compared OMol25 structures with the same formula, charge and spin = 313.35 kJ/mol
SMILES = ON1CCS/C1=N/S
E = -1098.95456 Eh
Orbital gap = 8.8 eV

- Number 3 is which compound?
  C3H6N2OS2

- Which formula does entry 2 have?
  C31H39CoN3OP2Se2

- Among the records above, which one has the lowest E?
  C31H39CoN3OP2Se2